DFT (the ωB97M-V functional and the def2-TZVPD basis) results for a 7-piece molecular cluster, C30H70F8N8O10PS2 overall in a non-equilibrium geometry.

```
129
Properties=species:S:1:pos:R:3:lowdin_charge:R:1
P -0.299 2.404 3.089 0.1705
F 0.586 0.997 3.051 -0.2106
F 0.518 2.868 1.761 -0.1849
F -1.522 1.793 2.143 -0.2227
F -1.016 3.881 3.197 -0.2076
F -1.222 1.970 4.376 -0.2062
F 0.855 2.973 3.971 -0.1383
C -6.730 2.924 10.785 -0.0448
C -5.783 3.817 9.948 -0.2030
N -6.285 4.212 8.714 -0.0514
C -7.650 4.096 8.261 0.0520
C -7.706 4.446 6.886 -0.0044
N -6.447 4.828 6.519 -0.1036
C -5.583 4.672 7.605 0.0654
C -6.119 5.164 5.123 0.0245
H -6.921 2.026 10.196 0.0825
H -7.750 3.288 10.912 0.0711
H -6.280 2.641 11.737 0.0936
H -4.847 3.278 9.802 0.1375
H -5.387 4.715 10.422 0.1409
H -8.400 3.837 8.993 0.1180
H -8.528 4.512 6.188 0.1340
H -4.534 4.927 7.587 0.1687
H -6.965 5.266 4.444 0.1059
H -5.522 4.327 4.761 0.1045
H -5.404 5.985 5.176 0.1086
C -6.150 -3.304 5.837 -0.0591
C -5.562 -3.183 4.455 -0.1648
N -6.668 -3.081 3.547 -0.0750
C -7.349 -1.983 3.141 -0.0209
C -8.411 -2.349 2.365 -0.0164
N -8.428 -3.712 2.138 -0.0644
C -7.432 -4.171 3.084 0.0883
C -9.308 -4.473 1.268 0.0086
H -6.481 -2.352 6.250 0.0875
H -5.535 -3.820 6.574 0.0919
H -7.033 -3.942 5.850 0.0816
H -5.021 -4.058 4.095 0.1363
H -4.928 -2.298 4.391 0.1415
H -6.876 -1.058 3.436 0.1454
H -9.104 -1.852 1.703 0.1388
H -7.247 -5.208 3.323 0.1575
H -8.961 -4.698 0.260 0.1070
H -10.229 -3.932 1.050 0.1075
H -9.488 -5.426 1.766 0.1086
C 2.301 -6.785 1.243 -0.0802
O 2.651 -5.820 0.272 -0.2009
C 1.903 -4.623 0.340 -0.2023
C 2.262 -3.586 -0.741 -0.0511
N 2.894 -4.282 -1.945 0.0757
H 3.026 -3.517 -2.591 0.1671
H 3.815 -4.617 -1.699 0.1738
C 2.004 -5.305 -2.675 -0.0794
C 0.791 -4.636 -3.206 -0.1763
O 0.282 -5.255 -4.435 -0.1719
C 1.188 -5.118 -5.541 -0.0781
H 2.426 -6.371 2.244 0.0936
H 2.891 -7.695 1.130 0.1029
H 1.252 -7.077 1.269 0.0922
H 1.986 -4.179 1.332 0.1368
H 0.841 -4.835 0.215 0.1228
H 3.029 -2.928 -0.332 0.1387
H 1.429 -2.979 -1.095 0.1394
H 1.814 -6.006 -1.862 0.1254
H 2.633 -5.773 -3.432 0.1316
H 0.945 -3.617 -3.561 0.1352
H 0.063 -4.764 -2.406 0.1333
H 1.243 -4.053 -5.763 0.0926
H 0.783 -5.563 -6.450 0.1042
H 2.214 -5.434 -5.354 0.0756
C 7.721 0.622 1.500 -0.1290
O 8.391 -0.068 0.530 -0.2091
C 9.296 0.723 -0.296 -0.1419
C 10.087 -0.221 -1.256 -0.0586
N 9.226 -1.283 -1.928 0.0869
H 9.122 -2.111 -1.358 0.1623
H 8.267 -1.078 -2.168 0.1708
C 9.722 -1.863 -3.278 -0.0594
C 10.997 -2.598 -3.046 -0.2711
O 12.043 -1.756 -2.811 -0.1382
C 13.219 -2.487 -2.794 -0.1047
H 7.119 0.144 2.272 0.1050
H 7.153 1.459 1.091 0.0925
H 8.539 1.239 1.874 0.0853
H 10.035 1.240 0.317 0.1313
H 8.709 1.472 -0.828 0.1323
H 10.889 -0.654 -0.659 0.1350
H 10.675 0.307 -2.006 0.1379
H 9.787 -1.100 -4.053 0.1530
H 8.872 -2.477 -3.578 0.1411
H 11.126 -3.172 -3.963 0.1432
H 10.826 -3.274 -2.208 0.1418
H 13.126 -3.369 -3.429 0.0879
H 13.646 -2.909 -1.884 0.1022
H 14.075 -2.061 -3.317 0.1037
C -2.698 2.607 -7.125 -0.0861
O -2.825 3.160 -5.842 -0.2058
C -3.869 2.473 -5.131 -0.2070
C -3.813 3.188 -3.812 -0.0422
N -3.817 4.749 -4.129 0.0833
H -3.023 5.022 -4.689 0.1364
H -4.589 5.131 -4.657 0.1737
C -3.755 5.585 -2.849 -0.0814
C -2.889 6.745 -3.197 -0.2372
O -1.653 6.481 -3.856 -0.1717
C -0.471 6.557 -3.064 -0.0640
H -3.540 2.908 -7.749 0.0977
H -2.494 1.537 -7.098 0.1004
H -1.824 3.080 -7.573 0.1034
H -3.620 1.429 -4.943 0.1384
H -4.818 2.607 -5.650 0.1332
H -2.811 2.920 -3.477 0.1450
H -4.605 2.926 -3.111 0.1363
H -3.129 5.027 -2.151 0.1391
H -4.795 5.846 -2.655 0.1458
H -2.823 7.406 -2.334 0.1404
H -3.445 7.461 -3.802 0.1324
H -0.119 7.476 -2.596 0.0990
H 0.363 6.217 -3.679 0.1004
H -0.606 5.782 -2.311 0.0905
N 4.732 -0.086 -4.836 -0.2891
S 3.773 1.020 -4.635 0.3885
O 2.329 0.655 -4.823 -0.3627
O 4.197 2.351 -5.051 -0.2959
F 3.906 1.244 -3.016 -0.2457
S 4.530 0.038 -6.573 0.6018
O 5.497 0.961 -7.191 -0.3000
O 3.202 -0.118 -7.164 -0.2824
F 5.319 -1.244 -7.095 -0.2149
```

As for the HOMO-LUMO gap: 6.48 eV. Its charge is +3. The calculation puts the lowest unoccupied orbital energy at -6.014 eV.